Entry 1:
45
Properties=species:S:1:pos:R:3:forces:R:3 method="wB97M-V/def2-TZVPD" homo_energy_ev=-8.50 spin_multiplicity=1 orbital_gap_ev=8.909 e_lumo_ev=0.4 largest_force_ha_per_bohr=0.0662
C 0.311122 -0.283706 0.228286 1.9 2.4 -1.5
C -0.693549 -0.123755 -0.957577 -0.6 -1.8 0.6
C -0.402147 -1.318669 -1.882309 0.5 1.1 -1.5
C -2.173665 -0.154852 -0.623544 -1.2 -1.0 2.3
N 0.042406 0.762714 1.230169 0.1 -2.0 0.9
C 1.200507 1.120254 2.074516 0.4 0.4 -1.5
N 2.154273 1.947919 1.327206 0.5 0.0 0.8
H 0.620261 -1.221330 0.701611 -0.9 -0.2 -0.5
H 1.312568 -0.106846 -0.326806 -1.3 0.2 0.9
H -0.562137 0.898492 -1.334646 0.4 -0.6 -0.4
H 0.647609 -1.357150 -2.140189 0.6 0.3 -0.1
H -0.553431 -2.286805 -1.445298 -0.7 -0.2 0.5
H -0.912200 -1.252964 -2.855413 -0.1 0.0 0.4
H -2.352546 -0.996008 0.090950 0.0 0.2 -0.7
H -2.944353 -0.235337 -1.390374 0.7 -0.4 -0.8
H -2.581694 0.687261 -0.071827 0.6 0.6 0.3
H -0.402612 1.520692 0.741722 0.2 0.7 0.3
H 1.819325 0.233669 2.366519 -1.1 0.4 -0.1
H 0.842995 1.629181 2.982884 0.2 -0.1 -0.4
H 2.709772 1.408149 0.672635 -0.2 -0.1 0.1
H 1.720685 2.715667 0.844604 -0.2 0.2 0.0
H 0.876779 1.489939 -1.901112 0.9 -0.4 0.0
H 1.882762 1.761785 -3.132410 -0.3 -0.2 0.7
O 0.965441 1.750582 -2.822704 -0.2 0.5 -0.7
H -1.626540 -1.589773 2.366885 0.1 -0.4 0.2
H -0.180753 -1.553521 1.959933 -0.2 0.1 0.4
O -0.868311 -2.187281 2.192332 0.0 0.0 0.2
H -0.303376 -3.142420 0.868042 -0.4 0.1 -0.3
H 0.002480 -4.573947 0.574167 0.0 0.1 -0.4
O -0.024882 -3.717430 0.117684 0.2 -0.7 0.7
H -2.925278 0.118236 3.686929 0.0 -0.3 0.1
H -2.326344 0.418707 2.324992 0.0 -0.5 0.1
O -2.729922 -0.306961 2.844323 0.0 0.9 -0.3
H -3.969040 3.078313 -0.199560 0.1 0.0 -0.1
H -2.568141 3.292892 -0.849730 -0.1 0.0 0.4
O -3.052000 3.292989 -0.005013 -0.1 -0.1 -0.1
H 3.121652 -1.390480 -0.723910 -0.2 0.3 0.4
H 4.334403 -0.477989 -0.463708 -0.1 0.0 0.0
O 3.374456 -0.458294 -0.544813 0.5 -0.1 -0.3
H 2.961196 -3.500991 -1.240918 -0.2 -0.2 0.0
H 1.647480 -3.427288 -0.388619 -0.2 0.2 0.0
O 2.545140 -3.053885 -0.498181 0.4 -0.1 -0.2
H -0.148614 3.076323 -2.082649 -0.5 0.2 0.0
H -0.073233 4.015728 -0.910421 -0.3 0.2 0.2
O -0.718545 3.498196 -1.404680 0.8 -0.2 -0.4


Entry 2:
46
Properties=species:S:1:pos:R:3:forces:R:3 method="wB97M-V/def2-TZVPD" homo_energy_ev="0.29 / -6.47" spin_multiplicity=2 orbital_gap_ev="2.090 / 8.822" total_charge=-1 s_squared=0.7509 e_lumo_ev="2.4 / 2.4" largest_force_ha_per_bohr=0.1863
N 2.308008 -1.537284 0.604330 0.8 -3.3 1.7
C 1.118560 -0.944466 1.236418 1.2 -0.1 -2.5
C 0.425623 -1.744573 2.299477 0.8 0.1 3.2
S 1.521619 -1.871949 3.844766 4.0 1.0 -3.5
C 0.108498 -1.008108 0.095464 -3.8 1.3 -0.7
N -0.990817 0.016231 0.428407 2.4 0.6 -2.2
C -2.267533 -0.514386 0.693436 -1.9 -1.0 0.1
C -3.322212 0.446913 0.143484 0.8 -2.2 -1.8
H 2.066384 -2.633325 0.715450 1.8 2.9 -0.5
H 3.207831 -1.239356 1.114133 -1.8 -1.3 -0.7
H 1.568472 0.096737 1.432254 -1.9 -1.2 0.4
H -0.339517 -1.091858 2.777727 -0.2 -0.9 -1.0
H 0.113121 -2.837977 2.105802 0.3 2.1 -0.4
H 0.558372 -2.155972 4.500934 -4.1 -1.3 3.3
H 0.514338 -0.662938 -0.929921 -0.4 -1.2 1.6
H -0.610874 -2.020213 0.102515 2.8 2.0 -0.6
H -0.984806 0.722511 -0.381960 -0.3 -1.4 1.6
H -2.418222 -1.588448 0.450676 0.2 0.4 -1.3
H -2.419189 -0.690999 1.736246 -0.1 0.8 1.5
H -2.988871 1.361899 0.445673 0.0 2.8 1.7
H -4.373774 0.217216 0.357176 0.5 0.2 -0.3
H -3.021300 0.615838 -0.922340 -1.2 -0.9 0.2
H 0.443303 2.527512 1.637879 0.5 0.1 -1.5
H -0.127628 1.103641 2.021159 -0.4 -1.9 -1.8
O 0.060276 1.967457 2.281178 -0.3 2.1 3.3
H 2.876623 2.265905 -0.492481 3.2 -2.1 -2.5
H 2.676133 3.050489 0.774669 -0.9 -0.6 -1.5
O 2.213805 2.667001 -0.037137 -1.9 2.3 4.2
H -0.601733 -2.876407 -3.174496 3.1 1.4 -1.8
H -2.099609 -2.720994 -3.153454 1.5 -0.8 0.8
O -1.324276 -3.210387 -2.742890 -4.5 -0.5 1.0
H 2.677109 -3.240966 -2.336097 -2.1 -0.3 0.2
H 1.247178 -3.167615 -1.794760 -4.4 4.2 5.9
O 1.726628 -3.559205 -2.380280 6.4 -3.8 -6.1
H -0.390552 1.100822 -4.710073 -0.4 -2.2 2.5
H -0.724590 1.115291 -3.217758 -0.1 0.7 1.0
O -0.559965 0.453544 -3.877653 0.5 1.4 -3.5
H -2.320196 2.761282 1.859364 0.8 -0.3 0.5
H -2.625570 2.988197 3.385209 1.9 -1.2 3.8
O -2.860639 3.149741 2.540859 -2.7 1.7 -4.2
H 3.120254 -0.218315 -2.210746 0.1 -0.7 -0.1
H 2.361292 0.310103 -0.958432 0.0 -0.7 0.1
O 2.773740 0.558620 -1.786236 0.1 1.4 -0.1
H 0.936838 3.445234 -1.148319 0.5 -0.5 0.5
H 0.397490 4.396530 -2.137000 -0.3 0.2 0.0
O 0.350378 4.197028 -1.192651 -0.5 0.6 -0.7


Entry 3:
47
Properties=species:S:1:pos:R:3:forces:R:3 method="wB97M-V/def2-TZVPD" homo_energy_ev=-9.91 spin_multiplicity=1 orbital_gap_ev=10.004 e_lumo_ev=0.1 largest_force_ha_per_bohr=0.1520
O 0.078647 0.025975 -0.973121 0.5 -0.2 0.1
C 0.458469 -0.465228 0.073606 -2.4 -0.6 -3.7
O 0.277810 -1.785897 0.273111 0.1 -1.8 -2.4
C 0.965407 0.269763 1.161031 1.8 3.1 2.2
C 0.330243 -0.123442 2.494944 0.4 -0.7 0.0
C -1.200629 0.348553 2.546196 2.7 -1.2 1.5
C 1.219715 0.661609 3.538281 -3.8 -0.2 1.6
H 0.084092 -2.270456 -0.676257 0.5 1.6 2.9
H 2.052168 0.340797 1.078977 0.7 -1.8 0.7
H 1.101286 1.410773 1.099965 -2.1 -1.0 -0.7
H 0.312998 -1.315964 2.450114 0.5 2.6 1.0
H -1.536100 0.440781 1.560636 -0.9 0.7 -1.3
H -1.763092 -0.420144 3.037969 -0.4 -0.5 0.2
H -1.268196 1.194230 3.213456 -0.2 0.7 -0.4
H 2.185484 0.275802 3.682468 1.4 -0.2 -0.2
H 1.123750 1.752103 3.364776 0.7 -0.6 -0.6
H 0.706332 0.641983 4.546943 0.6 -0.5 -0.7
H -2.234892 1.859377 -3.750971 -1.4 1.6 -1.3
H -1.574780 0.463212 -3.962404 -0.5 1.6 1.1
O -1.697841 1.237430 -3.336051 1.8 -3.3 0.1
H 4.837222 0.269913 -2.980741 -0.3 1.7 1.1
H 3.469370 0.627309 -2.427024 2.0 1.2 0.3
O 4.424359 1.000106 -2.414818 -1.7 -3.1 -1.5
H 0.322675 2.638782 -1.692873 1.0 -1.3 -2.1
H 0.282537 1.575249 -2.803917 -3.2 -2.9 -1.4
O 0.841010 2.174270 -2.443287 2.2 4.6 3.5
H -3.806587 -3.068580 1.696827 -1.1 0.7 0.2
H -2.465182 -3.416455 2.254222 1.4 0.3 1.8
O -3.033180 -3.573823 1.542449 -0.3 -1.1 -2.0
H -3.120475 -3.647567 -2.060047 -2.0 -7.5 0.6
H -3.587236 -2.357675 -1.770988 0.6 0.5 -0.2
O -2.838050 -2.840227 -2.151561 1.6 7.0 -0.5
H -1.322975 -4.713370 0.804656 0.7 -0.8 0.3
H -0.247646 -3.781054 1.116954 0.5 -1.7 0.1
O -0.395258 -4.777248 1.135766 -1.2 2.5 -0.3
H -0.788703 -3.429800 -2.333077 -3.5 2.1 -1.4
H 0.482764 -3.966660 -2.632202 1.3 -0.4 -0.6
O -0.131103 -3.892101 -1.921699 2.1 -1.3 2.0
H -1.540481 2.575055 0.389093 -2.5 0.5 -1.0
H -2.927057 3.314179 0.544699 -0.3 0.7 0.8
O -2.467335 2.721598 -0.026873 2.8 -1.2 0.2
H 2.251663 2.199548 -1.127321 1.2 1.0 0.2
H 3.611722 2.679287 -1.498828 3.2 -0.5 -3.3
O 3.019009 2.785614 -0.838884 -4.3 -0.7 3.2
H 2.063092 5.445049 0.422504 1.0 0.7 0.3
H 1.946851 4.137267 -0.292478 4.1 -4.6 -2.8
O 1.498127 4.780077 0.085781 -5.2 4.2 2.7


Entry 4:
49
Properties=species:S:1:pos:R:3:forces:R:3 method="wB97M-V/def2-TZVPD" homo_energy_ev=-1.50 spin_multiplicity=1 orbital_gap_ev=6.219 total_charge=-2 e_lumo_ev=4.7 largest_force_ha_per_bohr=0.0580
C -0.357804 2.706179 -0.499053 1.0 0.0 -0.7
C -1.835961 2.478891 -0.482707 -1.6 1.8 1.8
S -2.672583 3.805284 0.642325 0.3 -0.7 -0.1
C 0.435318 2.153828 0.708211 0.1 1.4 -0.4
N 0.895782 0.793273 0.555734 0.0 -0.5 0.6
C 0.245909 -0.245923 1.305185 -0.7 -1.8 0.9
C 0.062119 -1.526913 0.499183 1.6 -1.2 -1.6
O 0.830911 -2.732379 0.888280 -1.9 -0.4 -0.8
H -0.030741 3.736881 -0.738047 -0.8 0.0 0.8
H 0.053019 2.257458 -1.387669 0.4 -0.9 -0.5
H -2.408530 2.658759 -1.384106 0.6 -0.2 -0.6
H -2.132040 1.511972 -0.078319 0.4 -0.1 0.0
H 1.330005 2.768626 0.811515 0.1 0.3 0.0
H -0.125316 2.349942 1.638844 0.1 -0.6 -0.4
H 1.059893 0.536305 -0.407329 -0.3 0.1 -0.1
H -0.800033 -0.083768 1.661040 0.8 0.9 -0.2
H 0.817068 -0.538999 2.216489 -0.3 0.3 -0.3
H 0.494475 -1.369390 -0.515541 -0.9 0.4 0.2
H -0.981496 -1.824042 0.413012 -0.1 0.2 0.0
H 2.523470 -0.693540 2.905908 0.4 0.4 0.7
H 2.287081 0.080041 4.247578 -0.2 -0.1 -0.3
O 2.962392 -0.344883 3.711233 -0.1 -0.3 -0.3
H 3.484924 -1.791697 0.601715 -0.8 0.2 0.0
H 2.882329 -0.282377 0.648268 0.0 -0.6 -0.1
O 3.674615 -0.852899 0.668507 0.5 0.5 0.1
H -3.581497 -0.303125 0.595680 0.1 0.6 -0.1
H -3.634146 0.325195 -0.883751 0.1 0.1 0.8
O -3.639630 -0.478708 -0.347850 -0.2 -0.8 -0.6
H -2.249600 0.574014 3.231052 0.1 -0.5 0.5
H -2.024754 -0.986777 3.632145 0.5 0.3 -0.1
O -2.654343 -0.314132 3.379982 -0.7 0.1 -0.4
H -3.473116 -1.850973 -2.289758 0.2 0.1 -0.1
H -2.464167 -1.902271 -3.450869 0.2 0.0 0.1
O -3.403247 -1.898735 -3.254503 -0.3 0.0 0.1
H -1.619303 2.890537 2.954733 -0.5 0.0 -0.2
H -3.059707 2.587128 3.239272 0.0 0.1 -0.4
O -2.174897 2.324173 3.520951 0.4 0.1 0.4
H 2.375714 0.689424 -3.233816 0.0 -0.2 0.3
H 2.913086 1.891292 -2.557036 -0.7 0.0 -0.4
O 2.168054 1.640212 -3.141240 0.7 0.4 0.3
H 3.178699 -1.164351 -1.732309 0.0 0.1 0.3
H 2.119781 -1.460004 -3.015992 1.6 -0.1 0.2
O 3.013318 -0.892524 -2.634813 -1.0 -0.4 -0.6
H 0.435528 -3.390052 0.186132 1.3 1.2 1.6
H 1.412889 -3.065352 -1.129272 0.2 -0.3 -0.5
O 0.898809 -3.686542 -1.664625 0.3 0.1 -0.8
H 1.039935 -3.204995 -2.740872 -0.6 0.3 1.5
H 0.524085 -1.595887 -3.653357 -0.4 -0.4 0.0
O 1.203706 -2.278178 -3.640137 0.1 0.3 -0.4


Copy entry 4 word for word.
49
Properties=species:S:1:pos:R:3:forces:R:3 method="wB97M-V/def2-TZVPD" homo_energy_ev=-1.50 spin_multiplicity=1 orbital_gap_ev=6.219 total_charge=-2 e_lumo_ev=4.7 largest_force_ha_per_bohr=0.0580
C -0.357804 2.706179 -0.499053 1.0 0.0 -0.7
C -1.835961 2.478891 -0.482707 -1.6 1.8 1.8
S -2.672583 3.805284 0.642325 0.3 -0.7 -0.1
C 0.435318 2.153828 0.708211 0.1 1.4 -0.4
N 0.895782 0.793273 0.555734 0.0 -0.5 0.6
C 0.245909 -0.245923 1.305185 -0.7 -1.8 0.9
C 0.062119 -1.526913 0.499183 1.6 -1.2 -1.6
O 0.830911 -2.732379 0.888280 -1.9 -0.4 -0.8
H -0.030741 3.736881 -0.738047 -0.8 0.0 0.8
H 0.053019 2.257458 -1.387669 0.4 -0.9 -0.5
H -2.408530 2.658759 -1.384106 0.6 -0.2 -0.6
H -2.132040 1.511972 -0.078319 0.4 -0.1 0.0
H 1.330005 2.768626 0.811515 0.1 0.3 0.0
H -0.125316 2.349942 1.638844 0.1 -0.6 -0.4
H 1.059893 0.536305 -0.407329 -0.3 0.1 -0.1
H -0.800033 -0.083768 1.661040 0.8 0.9 -0.2
H 0.817068 -0.538999 2.216489 -0.3 0.3 -0.3
H 0.494475 -1.369390 -0.515541 -0.9 0.4 0.2
H -0.981496 -1.824042 0.413012 -0.1 0.2 0.0
H 2.523470 -0.693540 2.905908 0.4 0.4 0.7
H 2.287081 0.080041 4.247578 -0.2 -0.1 -0.3
O 2.962392 -0.344883 3.711233 -0.1 -0.3 -0.3
H 3.484924 -1.791697 0.601715 -0.8 0.2 0.0
H 2.882329 -0.282377 0.648268 0.0 -0.6 -0.1
O 3.674615 -0.852899 0.668507 0.5 0.5 0.1
H -3.581497 -0.303125 0.595680 0.1 0.6 -0.1
H -3.634146 0.325195 -0.883751 0.1 0.1 0.8
O -3.639630 -0.478708 -0.347850 -0.2 -0.8 -0.6
H -2.249600 0.574014 3.231052 0.1 -0.5 0.5
H -2.024754 -0.986777 3.632145 0.5 0.3 -0.1
O -2.654343 -0.314132 3.379982 -0.7 0.1 -0.4
H -3.473116 -1.850973 -2.289758 0.2 0.1 -0.1
H -2.464167 -1.902271 -3.450869 0.2 0.0 0.1
O -3.403247 -1.898735 -3.254503 -0.3 0.0 0.1
H -1.619303 2.890537 2.954733 -0.5 0.0 -0.2
H -3.059707 2.587128 3.239272 0.0 0.1 -0.4
O -2.174897 2.324173 3.520951 0.4 0.1 0.4
H 2.375714 0.689424 -3.233816 0.0 -0.2 0.3
H 2.913086 1.891292 -2.557036 -0.7 0.0 -0.4
O 2.168054 1.640212 -3.141240 0.7 0.4 0.3
H 3.178699 -1.164351 -1.732309 0.0 0.1 0.3
H 2.119781 -1.460004 -3.015992 1.6 -0.1 0.2
O 3.013318 -0.892524 -2.634813 -1.0 -0.4 -0.6
H 0.435528 -3.390052 0.186132 1.3 1.2 1.6
H 1.412889 -3.065352 -1.129272 0.2 -0.3 -0.5
O 0.898809 -3.686542 -1.664625 0.3 0.1 -0.8
H 1.039935 -3.204995 -2.740872 -0.6 0.3 1.5
H 0.524085 -1.595887 -3.653357 -0.4 -0.4 0.0
O 1.203706 -2.278178 -3.640137 0.1 0.3 -0.4